Formula: C3H7N5
Source: the OMol25 dataset
Level of theory: wB97M-V/def2-TZVPD

Its total energy is -10671.6243 eV. For the HOMO energy, the calculation gives -7.841 eV. Its relative energy (zero: lowest compared OMol25 entry of this formula, charge and spin) is 77.9 kcal per mole.

Each atom is followed by the atoms it is bonded to, with distances in Å.
CARTESIAN COORDINATES (ANGSTROEM)
1 C 0.741 1.321 -0.033  N4 1.419, N6 1.256, N7 1.430
2 C 1.940 -0.884 0.008  N7 1.398, H9 1.122, H10 1.155, H11 1.070
3 C -2.707 0.578 -0.067  N8 1.482, H12 1.090, H13 1.185, H14 1.218
4 N -0.621 1.713 -0.105  C1 1.419, N8 1.312
5 N -0.531 -0.547 0.106  N7 1.385, N8 1.306
6 N 1.686 2.149 -0.049  C1 1.256, H15 1.014
7 N 0.782 -0.104 0.082  C1 1.430, C2 1.398, N5 1.385
8 N -1.226 0.552 -0.020  C3 1.482, N4 1.312, N5 1.306
9 H 2.165 -0.922 -1.090  C2 1.122
10 H 2.759 -0.268 0.541  C2 1.155
11 H 1.616 -1.794 0.471  C2 1.070
12 H -2.915 1.450 0.553  C3 1.090
13 H -3.032 -0.520 0.243  C3 1.185
14 H -3.100 0.945 -1.160  C3 1.218
15 H 2.544 1.630 -0.197  N6 1.014

Here are the natural (NBO) charges for atoms 1 to 6, given in e: number 1, C, carries 0.4731; number 2, C, carries -0.4176; number 3, C, carries -0.4319; number 4, N, carries -0.3264; number 5, N, carries -0.0734; number 6, N, carries -0.7572

Formula: C3H7N5
Source: the OMol25 dataset
Level of theory: wB97M-V/def2-TZVPD

Its total energy is -10649.8660 eV. For the HOMO energy, the calculation gives -19.395 eV. Its charge is +2. Its relative energy (zero: lowest compared OMol25 entry of this formula, charge and spin) is 71.9 kcal per mole.

Each atom is followed by the atoms it is bonded to, with distances in Å.
CARTESIAN COORDINATES (ANGSTROEM)
1 C 0.099 0.975 -0.447  C3 1.561, N6 1.284
2 C 1.481 -0.392 0.583  N6 1.397, N8 1.539, H9 1.045, H10 1.094
3 C -0.828 0.247 0.575  C1 1.561, N4 1.492, N8 1.515, H11 1.153
4 N -1.957 -0.356 -0.193  C3 1.492, N5 1.207
5 N -2.068 0.136 -1.289  N4 1.207, N7 1.232
6 N 1.328 0.610 -0.378  C1 1.284, C2 1.397, H12 1.098
7 N -1.390 1.031 -1.796  N5 1.232, H13 1.030
8 N 0.070 -0.936 0.870  C2 1.539, C3 1.515, H14 1.101, H15 1.032
9 H 2.179 -1.150 0.410  C2 1.045
10 H 1.735 -0.130 1.615  C2 1.094
11 H -1.126 0.777 1.555  C3 1.153
12 H 2.059 1.124 -1.015  N6 1.098
13 H -1.280 1.087 -2.818  N7 1.030
14 H -0.326 -1.874 0.452  N8 1.101
15 H 0.024 -1.152 1.878  N8 1.032

Here are the natural (NBO) charges for atoms 1 to 6, given in e: number 1, C, carries 0.4774; number 2, C, carries -0.0604; number 3, C, carries -0.0854; number 4, N, carries -0.1793; number 5, N, carries 0.2370; number 6, N, carries -0.4934

Formula: C3H7N5O
Source: the OMol25 dataset
Level of theory: wB97M-V/def2-TZVPD

Its total energy is -12716.5768 eV. For the HOMO energy, the calculation gives -9.250 eV. Its relative energy (zero: lowest compared OMol25 entry of this formula, charge and spin) is 140.0 kcal per mole.

Each atom is followed by the atoms it is bonded to, with distances in Å.
CARTESIAN COORDINATES (ANGSTROEM)
1 C -2.269 -0.130 -2.512  N4 1.387, N5 1.329, H10 1.052
2 C 0.203 0.694 1.867  C3 1.488, H11 0.984, H12 1.077, H13 1.009
3 C 0.418 -0.325 0.804  C2 1.488, O9 1.303, H14 1.044
4 N -3.281 0.464 -1.773  C1 1.387, N6 1.314
5 N -1.208 -0.375 -1.750  C1 1.329, N7 1.323
6 N -2.762 0.586 -0.572  N4 1.314, N7 1.282
7 N -1.553 0.159 -0.590  N5 1.323, N6 1.282
8 N 1.556 -0.715 -1.250  O9 1.423, H15 1.007, H16 1.065
9 O 1.357 0.003 -0.038  C3 1.303, N8 1.423
10 H -2.509 -0.293 -3.524  C1 1.052
11 H 0.372 0.255 2.731  C2 0.984
12 H -0.757 1.177 1.951  C2 1.077
13 H 0.754 1.531 1.747  C2 1.009
14 H 0.006 -1.272 0.654  C3 1.044
15 H 1.835 -0.112 -2.006  N8 1.007
16 H 0.636 -1.013 -1.696  N8 1.065

Here are the natural (NBO) charges for atoms 1 to 6, given in e: number 1, C, carries 0.0636; number 2, C, carries -0.6984; number 3, C, carries 0.5221; number 4, N, carries -0.3200; number 5, N, carries -0.4265; number 6, N, carries -0.1123

Formula: C3H7NO
Source: the OMol25 dataset
Level of theory: wB97M-V/def2-TZVPD

Its total energy is -6759.2307 eV. For the HOMO energy (spin up / spin down), the calculation gives 0.633 / -2.627 eV. Its charge is -1. Its relative energy (zero: lowest compared OMol25 entry of this formula, charge and spin) is 37.1 kcal per mole. As for the multiplicity: 2.

Each atom is followed by the atoms it is bonded to, with distances in Å.
CARTESIAN COORDINATES (ANGSTROEM)
1 O -2.778 1.055 -0.191  C2 1.285
2 C -2.463 1.776 0.825  O1 1.285, H3 1.106, H4 1.103
3 H -2.469 1.403 1.866  C2 1.106
4 H -2.010 2.776 0.717  C2 1.103
5 C 2.103 -0.398 -0.311  N7 1.446, H8 1.092, H9 1.098, H10 1.092
6 C 0.043 -1.390 -0.626  N7 1.258, H11 1.064, H12 1.098
7 N 0.962 -0.706 -1.145  C5 1.446, C6 1.258
8 H 2.972 -0.286 -0.963  C5 1.092
9 H 2.322 -1.152 0.457  C5 1.098
10 H 1.989 0.534 0.246  C5 1.092
11 H -0.797 -1.689 -1.207  C6 1.064
12 H 0.127 -1.922 0.332  C6 1.098

Here are the natural (NBO) charges for atoms 1 to 6, given in e: number 1, O, carries -0.8016; number 2, C, carries -0.2476; number 3, H, carries 0.0406; number 4, H, carries 0.0450; number 5, C, carries -0.4626; number 6, C, carries -0.0125

Formula: C3H7NO
Source: the OMol25 dataset
Level of theory: wB97M-V/def2-TZVPD

Its total energy is -6758.2209 eV. For the HOMO energy, the calculation gives -8.756 eV. The structure (SMILES) is NOC1CC1. Its relative energy (zero: lowest compared OMol25 entry of this formula, charge and spin) is 104.5 kcal per mole.

Each atom is followed by the atoms it is bonded to, with distances in Å.
CARTESIAN COORDINATES (ANGSTROEM)
1 N 0.645 1.364 -1.627  O2 1.448, H6 1.069, H7 1.069
2 O 1.169 0.117 -1.109  N1 1.448, C3 1.420
3 C 0.209 -0.755 -0.531  O2 1.420, C4 1.475, C5 1.499, H8 1.144
4 C 0.187 -1.140 0.892  C3 1.475, C5 1.534, H9 1.076, H10 1.094
5 C -0.882 -0.195 0.331  C3 1.499, C4 1.534, H11 1.050, H12 1.095
6 H -0.392 1.403 -1.373  N1 1.069
7 H 0.726 1.473 -2.688  N1 1.069
8 H 0.070 -1.610 -1.277  C3 1.144
9 H 0.970 -0.821 1.558  C4 1.076
10 H -0.006 -2.196 1.102  C4 1.094
11 H -1.842 -0.447 -0.012  C5 1.050
12 H -0.534 0.716 0.828  C5 1.095

Here are the natural (NBO) charges for atoms 1 to 6, given in e: number 1, N, carries -0.5409; number 2, O, carries -0.4088; number 3, C, carries 0.0632; number 4, C, carries -0.4191; number 5, C, carries -0.4925; number 6, H, carries 0.3373

Formula: C3H7NO
Source: the OMol25 dataset
Level of theory: wB97M-V/def2-TZVPD

Its total energy is -6758.0700 eV. For the HOMO energy, the calculation gives -10.166 eV. The structure (SMILES) is C#[N+][O-].CC. Its relative energy (zero: lowest compared OMol25 entry of this formula, charge and spin) is 107.9 kcal per mole.

Each atom is followed by the atoms it is bonded to, with distances in Å.
CARTESIAN COORDINATES (ANGSTROEM)
1 C 2.289 0.814 -1.081  N2 1.163, H4 0.999
2 N 2.245 0.214 -0.085  C1 1.163, O3 1.190
3 O 2.516 -0.466 0.854  N2 1.190
4 H 2.160 1.623 -1.653  C1 0.999
5 C -0.888 -0.872 0.610  C6 1.498, H7 1.108, H8 1.124, H9 1.138
6 C -1.400 0.348 -0.093  C5 1.498, H10 1.084, H11 1.094, H12 1.158
7 H -1.181 -1.697 -0.070  C5 1.108
8 H -1.185 -0.853 1.694  C5 1.124
9 H 0.214 -1.153 0.602  C5 1.138
10 H -0.981 1.232 0.373  C6 1.084
11 H -2.478 0.302 0.086  C6 1.094
12 H -1.312 0.508 -1.236  C6 1.158

Here are the natural (NBO) charges for atoms 1 to 6, given in e: number 1, C, carries -0.0466; number 2, N, carries 0.2133; number 3, O, carries -0.3888; number 4, H, carries 0.2270; number 5, C, carries -0.6359; number 6, C, carries -0.6141

Formula: C3H7NO
Source: the OMol25 dataset
Level of theory: wB97M-V/def2-TZVPD

Its total energy is -6761.0134 eV. For the HOMO energy, the calculation gives -9.141 eV. The structure (SMILES) is CNC(C)=O. Its relative energy (zero: lowest compared OMol25 entry of this formula, charge and spin) is 40.1 kcal per mole.

Each atom is followed by the atoms it is bonded to, with distances in Å.
CARTESIAN COORDINATES (ANGSTROEM)
1 C 1.503 0.191 1.146  N2 1.465, H6 1.089, H7 1.085, H8 1.079
2 N 0.176 0.358 0.549  C1 1.465, C3 1.362, H9 1.001
3 C -0.156 -0.434 -0.508  N2 1.362, C4 1.507, O5 1.222
4 C -1.576 -0.225 -0.968  C3 1.507, H10 1.095, H11 1.088, H12 1.094
5 O 0.578 -1.312 -0.939  C3 1.222
6 H 1.759 0.723 0.231  C1 1.089
7 H 1.937 -0.800 1.048  C1 1.085
8 H 1.927 0.889 1.851  C1 1.079
9 H -0.347 1.182 0.769  N2 1.001
10 H -2.218 -0.763 -0.263  C4 1.095
11 H -1.721 -0.641 -1.963  C4 1.088
12 H -1.862 0.831 -0.954  C4 1.094

Here are the natural (NBO) charges for atoms 1 to 6, given in e: number 1, C, carries -0.4880; number 2, N, carries -0.6196; number 3, C, carries 0.6532; number 4, C, carries -0.7016; number 5, O, carries -0.6283; number 6, H, carries 0.2334

Formula: C3H7NO
Source: the OMol25 dataset
Level of theory: wB97M-V/def2-TZVPD

Its total energy is -6759.3167 eV. For the HOMO energy, the calculation gives -8.933 eV. The structure (SMILES) is C=CN=C.O. Its relative energy (zero: lowest compared OMol25 entry of this formula, charge and spin) is 79.2 kcal per mole.

Each atom is followed by the atoms it is bonded to, with distances in Å.
CARTESIAN COORDINATES (ANGSTROEM)
1 C -2.028 -1.686 0.268  C2 1.337, H5 1.088, H6 1.083
2 C -2.055 -1.155 -0.959  C1 1.337, N3 1.426, H7 1.081
3 N -1.229 -0.048 -1.313  C2 1.426, C4 1.260
4 C 0.006 -0.224 -1.495  N3 1.260, H8 1.084, H9 1.097
5 H -1.086 -1.917 0.760  C1 1.088
6 H -2.899 -2.100 0.760  C1 1.083
7 H -2.715 -1.413 -1.775  C2 1.081
8 H 0.630 0.415 -2.110  C4 1.084
9 H 0.506 -1.061 -0.991  C4 1.097
10 O 3.759 3.214 1.948  H11 0.963, H12 0.965
11 H 3.449 2.316 2.109  O10 0.963
12 H 3.661 3.658 2.799  O10 0.965

Here are the natural (NBO) charges for atoms 1 to 6, given in e: number 1, C, carries -0.4780; number 2, C, carries -0.0146; number 3, N, carries -0.3949; number 4, C, carries -0.0298; number 5, H, carries 0.1977; number 6, H, carries 0.2050